1.
The molecule C3H3N5 at a distorted geometry. Source: the Open Molecules 2025 dataset; level of theory: ωB97M-V/def2-TZVPD.

XYZ file:
```
11
Properties=species:S:1:pos:R:3:forces:R:3
N -2.357051 -0.319364 0.525310 0.5020 3.7305 -0.6702
C -1.420885 0.005043 -0.337141 -0.0958 -1.0226 3.5692
N -0.758921 -1.206633 -0.760303 0.8628 -0.4039 -1.0700
N 0.398152 -1.613698 -0.532058 0.1363 2.2418 1.3145
C 1.388843 -0.696762 0.230007 1.4173 -5.6908 -2.4684
C 1.298027 0.590978 0.221300 0.2575 3.9488 0.0356
N 0.379663 1.535290 -0.378993 -1.1387 -1.0264 -0.7410
N -0.797585 1.319950 -0.791906 0.6508 -1.3594 1.6658
H -2.908487 0.508836 1.071118 1.9250 -2.0508 -2.1873
H 2.550119 -1.236398 0.266747 -3.8616 1.5499 0.4251
H 2.228123 1.112760 0.485919 -0.6555 0.0830 0.1268
```
Positions in Å, forces in eV/Å.

Summary:
- LUMO level: -1.217 eV
- Energy above the lowest of the compared OMol25 structures with the same formula, charge and spin: 5.187 eV
- Structure (SMILES): N=c1nnccnn1
- HOMO: -0.3439 Ha
- Kohn-Sham gap: 8.1 eV
- Calculated total energy: -10603.6801 eV

Let us look at the Löwdin charges, expressed in e, one per atom:
1. N 0.12
2. C -0.41
3. N 0.02
4. N 0.04
5. C -0.09
6. C -0.18
7. N 0.02
8. N 0.08
9. H 0.12
10. H 0.18
11. H 0.10



2.
The ion C5H10N4O with charge +2 at a distorted geometry. Source: the Open Molecules 2025 dataset; level of theory: ωB97M-V/def2-TZVPD.

XYZ file:
```
20
Properties=species:S:1:pos:R:3:forces:R:3
C -0.138697 0.118127 -0.451724 -2.4617 -2.3205 -1.6042
C 1.045679 1.220510 1.042545 1.9798 1.1862 1.9697
C -0.260696 0.947740 -1.691474 0.0120 0.1223 -0.3120
C 0.257098 -0.955983 1.608734 -0.2273 -0.4982 0.8375
C -0.985024 -2.131680 -0.154873 -0.8198 -1.3643 -0.7870
N 0.950585 0.283899 1.918851 0.0615 0.2467 0.1174
N -0.283991 -0.923074 0.241046 0.7598 1.3339 -0.1039
N -1.135095 0.569722 -2.611924 -0.1752 -0.0233 -0.2072
N 1.485655 2.354324 0.712766 0.1243 0.5401 -0.3020
O 0.452518 1.929622 -1.731437 0.0517 -0.0523 -0.0125
H 0.956860 -1.801686 1.697708 -0.2336 0.1940 -0.2644
H -0.575007 -1.119005 2.311899 0.1871 0.1270 -0.2381
H -0.799978 -2.364557 -1.202654 0.1415 0.0829 0.0285
H -2.062604 -2.002877 -0.015840 0.1510 0.1939 0.1130
H -0.667422 -2.977706 0.452310 0.1844 0.1160 0.0406
H 1.375253 0.325907 2.849181 0.0186 0.1894 -0.0175
H -1.709772 -0.258093 -2.575708 0.0789 0.0033 0.0990
H -1.228455 1.161917 -3.433181 -0.0062 -0.0058 0.0682
H 1.277404 2.649592 -0.269358 0.1858 -0.1014 0.4573
H 2.045689 2.973301 1.303131 -0.0125 0.0299 0.1175
```
Positions in Å, forces in eV/Å.

Summary:
- LUMO level (alpha / beta): -9.618 / -12.344 eV
- Energy above the lowest of the compared OMol25 structures with the same formula, charge and spin: 0.471 eV
- ⟨S²⟩: 2.014
- Total charge: +2
- HOMO (alpha / beta): -0.6072 / -0.6974 Ha
- Kohn-Sham gap (alpha / beta): 6.9 / 6.6 eV
- Multiplicity: 3
- Calculated total energy: -13331.7906 eV

Let us look at the Löwdin charges, expressed in e, one per atom:
1. C 0.22
2. C -0.08
3. C -0.45
4. C -0.04
5. C 0.06
6. N 0.14
7. N -0.05
8. N 0.26
9. N 0.26
10. O 0.11
11. H 0.18
12. H 0.18
13. H 0.13
14. H 0.14
15. H 0.12
16. H 0.21
17. H 0.14
18. H 0.17
19. H 0.14
20. H 0.18



3.
A structure of composition C32H56N3OP2Pb at a distorted geometry. Source: the Open Molecules 2025 dataset; level of theory: ωB97M-V/def2-TZVPD.

XYZ file:
```
95
Properties=species:S:1:pos:R:3:forces:R:3
C -2.447652 1.290994 -1.560152 0.5823 -0.0454 0.3737
C -2.229929 -1.047388 -1.281151 -0.8279 0.6603 0.0424
C -3.586699 1.143952 -2.350484 -0.4054 -0.4738 -0.1766
C -3.477329 -1.216450 -1.955982 0.5163 -0.4088 0.0897
C -4.150219 -0.128324 -2.483383 -0.0412 0.5414 -0.0955
H -4.024242 2.027557 -2.811725 -0.0217 -0.3016 0.0393
H -3.865716 -2.229953 -2.051272 0.0223 0.2837 -0.2080
H -5.088655 -0.249940 -3.026070 0.2694 -0.0638 0.1839
N -1.859710 0.246616 -0.960448 0.4920 -0.1687 -0.7074
P -0.863068 2.969915 0.102659 -0.2013 0.6385 -0.1167
P -0.088225 -2.782574 -0.081583 -0.3001 -2.2994 -0.0996
C -1.851325 2.700201 -1.416587 -0.1232 -0.4568 -0.3822
H -1.199769 2.922651 -2.282227 -0.3509 -0.2949 0.2368
H -2.680990 3.423208 -1.454655 0.4172 -0.2016 0.0002
C -1.463225 -2.227996 -1.019675 -2.1149 0.2428 0.9020
H -2.068570 -3.122118 -1.263312 0.5350 0.3653 -0.3117
C 0.573712 -4.173933 -1.310629 0.2699 0.2138 0.2327
C -0.588468 -3.579870 1.638097 0.1986 0.4493 0.8625
C 0.678532 3.996991 -0.281456 -0.0586 0.0842 0.1030
C -2.160969 3.742766 1.224835 0.4714 -0.0556 0.2318
C 2.094256 -3.975817 -1.256361 0.1923 -0.0140 0.0629
H 2.518660 -4.309824 -0.300587 -0.0790 0.1057 -0.1857
H 2.577141 -4.553508 -2.057752 -0.1244 0.1082 0.2081
H 2.346997 -2.916623 -1.393578 0.0830 -0.3575 0.0619
C 0.205658 -5.619596 -0.959793 -0.1133 -0.2104 0.2043
H 0.584484 -5.948235 0.014709 -0.1563 0.0603 -0.3547
H -0.875983 -5.800830 -1.009275 0.3083 0.0514 -0.0412
H 0.669108 -6.277344 -1.713319 -0.0719 0.2920 0.1446
C 0.063704 -3.883776 -2.725090 -0.1850 0.1595 0.0324
H 0.677399 -4.436615 -3.453949 -0.1671 0.1366 0.3122
H -0.977241 -4.195989 -2.874893 0.2409 0.0690 0.0650
H 0.141819 -2.816581 -2.955614 -0.1346 -0.2397 -0.1569
C 0.657985 -4.270971 2.221116 0.3169 0.0872 -0.3013
H 1.449522 -3.537466 2.432565 -0.1904 -0.1826 -0.0174
H 0.386396 -4.756418 3.170747 -0.0332 0.1690 -0.2883
H 1.079318 -5.041352 1.566253 -0.1403 0.2117 0.2604
C -1.007638 -2.481665 2.629103 0.0245 0.1976 0.0347
H -0.185684 -1.782288 2.845749 -0.2131 -0.2614 -0.0748
H -1.886893 -1.919830 2.288502 0.0798 -0.0993 -0.0012
H -1.284474 -2.955441 3.585815 0.0961 0.0594 -0.3640
C -1.758191 -4.544229 1.449226 -0.2005 -0.2370 -0.5405
H -1.488680 -5.429230 0.863880 -0.1292 0.2847 0.2294
H -2.084680 -4.899926 2.439189 0.1668 0.2104 -0.2122
H -2.611990 -4.046946 0.971067 0.0921 -0.1542 0.1780
C -1.482672 4.069495 2.566059 -0.0968 0.1842 0.1180
H -2.212240 4.601287 3.194491 0.2608 -0.1602 -0.0574
H -1.172434 3.160862 3.104709 -0.0353 0.3493 -0.1987
H -0.608528 4.725722 2.441011 -0.3233 -0.1972 0.1148
C -3.266980 2.691109 1.433326 0.0409 -0.0079 -0.0157
H -3.711499 2.368508 0.482682 -0.0156 0.0793 0.2577
H -2.909444 1.806627 1.981977 -0.1411 0.2528 -0.2183
H -4.062992 3.151727 2.035415 0.1636 -0.1598 -0.1416
C -2.786837 5.008830 0.623953 0.0195 0.1791 0.0403
H -3.509160 5.395535 1.358254 0.1693 -0.0724 -0.2261
H -2.052091 5.797954 0.431416 -0.2696 -0.2072 0.0776
H -3.343615 4.808156 -0.298464 0.0752 0.1088 0.2180
C 1.172567 3.680165 -1.704273 -0.0631 -0.1085 0.0068
H 0.564599 4.180725 -2.471485 0.1688 -0.1512 0.2041
H 2.206355 4.047515 -1.809251 -0.3489 -0.0933 0.0476
H 1.180043 2.600465 -1.906962 -0.0177 0.2315 0.0772
C 1.756349 3.566342 0.739285 -0.1234 0.0756 0.0573
H 1.997005 2.493697 0.659385 0.0151 0.2045 -0.0635
H 2.677815 4.132904 0.540294 -0.2414 -0.1756 0.0891
H 1.452302 3.768425 1.776258 0.0698 -0.0295 -0.2363
C 0.427247 5.506188 -0.177645 0.1633 0.2313 0.0081
H -0.317986 5.846999 -0.908574 0.1961 -0.0694 0.1988
H 0.125090 5.824804 0.827535 0.0752 -0.0755 -0.2920
H 1.374220 6.020307 -0.407199 -0.2862 -0.1173 0.0423
Pb -0.258477 0.476299 0.990874 -0.9251 -0.2652 0.0532
C -1.353012 0.792008 3.603610 -0.0161 -1.0659 3.1636
O -1.319170 0.422288 4.684145 -0.1922 0.9404 -2.5540
N 0.875338 -0.376342 -0.961457 0.8495 -1.8707 -3.5719
C 1.140477 -0.862198 -2.008439 1.6229 3.4290 2.1348
C 2.109348 -0.704629 -3.210929 -0.0953 -0.9629 -0.8366
C 1.805307 -1.657660 -4.357210 -0.0710 -0.3093 -0.2395
C 1.961863 0.714336 -3.748802 -0.4840 0.6447 0.3178
C 3.535879 -0.946499 -2.711510 0.1061 -0.0934 0.7396
H 1.973372 -2.701017 -4.073954 -0.0269 0.2453 -0.1499
H 0.773367 -1.525547 -4.703059 0.1996 -0.1321 -0.0739
H 2.480436 -1.424636 -5.190473 -0.1883 -0.0574 0.2250
H 2.345611 1.452055 -3.036405 -0.0035 -0.1721 -0.1916
H 2.523348 0.809836 -4.689915 -0.1673 -0.1386 0.3612
H 0.904181 0.937626 -3.950077 0.2846 0.0432 -0.0861
H 4.253564 -0.666429 -3.494859 -0.3164 -0.0428 0.1644
H 3.736716 -0.356333 -1.806016 0.0833 -0.0602 -0.3136
H 3.691645 -2.001545 -2.461970 0.1135 0.2653 -0.1785
C 3.400897 1.258232 5.649997 -0.0422 0.4421 -0.1258
C 2.914882 -0.065081 5.040722 0.4016 -0.2500 0.7776
C 2.042616 0.129773 3.903558 -0.7656 0.1256 -1.8125
N 1.395434 0.271836 2.945446 1.5327 0.0175 1.9546
H 3.982807 1.825832 4.918312 -0.0683 -0.0751 0.1238
H 4.033586 1.085230 6.522559 -0.1109 -0.1763 -0.1698
H 2.556728 1.873477 5.969267 0.0819 -0.0693 -0.0172
H 3.777148 -0.668699 4.717210 -0.3262 0.0885 -0.0315
H 2.370480 -0.652355 5.794633 0.0769 0.0727 -0.2275
```
Positions in Å, forces in eV/Å.

Summary:
- LUMO level (alpha / beta): -10.797 / -10.288 eV
- Total charge: +3
- HOMO (alpha / beta): -0.6078 / -0.6155 Ha
- Kohn-Sham gap (alpha / beta): 5.7 / 6.5 eV
- Calculated total energy: -64408.4335 eV

Let us look at the Löwdin charges, expressed in e, one per atom:
1. C -0.31
2. C -0.30
3. C 0.03
4. C 0.03
5. C 0.01
6. H 0.14
7. H 0.13
8. H 0.14
9. N -0.02
10. P 1.02
11. P 1.22
12. C -0.23
13. H 0.10
14. H 0.09
15. C -0.20
16. H 0.10
17. C -0.61
18. C -0.63
19. C -0.68
20. C -0.68
21. C -0.08
22. H 0.09
23. H 0.11
24. H 0.04
25. C -0.06
26. H 0.07
27. H 0.09
28. H 0.12
29. C -0.09
30. H 0.12
31. H 0.10
32. H 0.04
33. C -0.07
34. H 0.09
35. H 0.12
36. H 0.06
37. C -0.15
38. H 0.02
39. H 0.07
40. H 0.12
41. C -0.06
42. H 0.07
43. H 0.12
44. H 0.09
45. C -0.07
46. H 0.11
47. H 0.04
48. H 0.07
49. C -0.08
50. H 0.08
51. H 0.03
52. H 0.12
53. C -0.06
54. H 0.11
55. H 0.07
56. H 0.08
57. C -0.09
58. H 0.10
59. H 0.11
60. H 0.04
61. C -0.10
62. H 0.05
63. H 0.11
64. H 0.08
65. C -0.07
66. H 0.10
67. H 0.08
68. H 0.11
69. Pb 1.19
70. C -0.08
71. O 0.13
72. N 0.02
73. C -0.08
74. C -0.56
75. C -0.05
76. C -0.03
77. C -0.02
78. H 0.07
79. H 0.11
80. H 0.11
81. H 0.07
82. H 0.12
83. H 0.10
84. H 0.12
85. H 0.10
86. H 0.08
87. C -0.07
88. C -0.19
89. C -0.14
90. N 0.04
91. H 0.09
92. H 0.09
93. H 0.09
94. H 0.14
95. H 0.14